# 1
67
Properties=species:S:1:pos:R:3:forces:R:3 method="wB97M-V/def2-TZVPD" homo_energy_ev="-20.437 / -20.438" de_lowest_kcal_mol=0.0 e_tot_ev=-46335.5269 charge=+4
C -2.7521 -3.1705 4.4565 -0.4 -0.3 0.6
H -1.8810 2.9321 -0.3570 0.0 0.0 0.0
H -3.0145 -0.1552 -2.4807 0.0 0.0 0.0
C 3.2052 1.4396 -1.4418 0.1 0.2 -0.2
H 0.0140 -4.3484 1.0794 0.0 0.0 0.0
H 3.3287 2.4009 1.0596 0.0 0.0 0.0
H 2.0792 3.6651 0.8524 0.0 0.0 0.0
H 1.9784 -1.5924 3.5135 0.0 0.0 0.0
H -4.7575 1.4558 -2.5381 0.0 0.0 0.0
H 3.6854 3.8748 0.1756 0.0 0.0 0.0
H -2.9842 -2.1294 4.6848 0.0 0.0 -0.1
H -2.1260 -4.0817 6.0779 0.0 0.0 0.0
H 2.4903 -2.2404 1.9481 0.0 0.0 0.0
C 0.0780 -2.6225 -0.2761 -0.1 0.0 0.0
Pd 0.7633 0.8493 -1.6083 0.1 0.2 0.4
O -0.8888 0.3798 -0.0866 0.1 -0.2 -0.1
H -4.8901 2.2494 -0.3342 0.0 0.0 0.0
C -2.7612 2.3884 -0.0027 0.0 0.0 0.0
H 0.7458 0.5347 3.7282 0.0 0.0 0.0
H 0.5700 -1.0055 -1.5924 -0.1 0.0 -0.4
C -3.8223 1.9024 -2.2109 0.0 0.0 0.0
H -3.5151 2.5995 -2.9881 0.0 0.0 0.0
H -3.3889 -4.8428 3.2736 0.0 0.0 0.0
H -4.1585 3.6947 -0.9838 0.0 0.0 0.0
C 1.0623 0.8643 2.7373 0.1 0.0 -0.1
C 2.3330 -1.3242 2.5164 0.0 0.1 0.0
H 1.9526 1.4775 2.8870 0.0 0.0 0.0
C 1.3806 -0.3324 1.8398 -0.1 -0.1 0.0
H -0.8862 -2.8594 -0.7348 0.0 0.0 0.0
H 0.9863 -2.5742 -2.2658 0.0 0.0 0.0
H 0.8714 3.9009 -1.2903 -0.1 -0.1 0.1
H 0.7300 -4.6755 -0.4825 0.0 0.0 0.0
H 1.6540 -3.7875 0.7193 0.0 0.0 0.0
C 1.1531 2.6974 -3.0500 0.2 0.0 -0.3
C -2.7348 0.8138 -2.0718 0.0 0.0 0.0
C 0.2112 3.4570 -3.9268 0.0 0.1 0.1
C 1.8162 1.5507 -3.4971 0.0 0.0 -0.1
H 1.6017 1.1574 -4.4852 0.0 -0.1 0.0
H -0.4602 4.0943 -3.3535 0.0 0.0 0.0
H -1.7702 1.1212 -2.4920 0.0 0.0 0.0
Sb -0.4680 -1.3128 1.3545 0.3 0.2 -0.3
C 0.6562 -3.9232 0.3043 0.0 0.0 0.0
H -0.3615 2.7961 -4.5762 0.0 0.0 0.0
H -0.8748 -3.0390 5.4680 0.0 0.0 0.0
H 2.9467 -0.8612 -3.9242 0.0 0.0 0.0
H 2.0155 -1.8962 -0.9803 0.0 0.0 0.0
C 3.5803 -0.2369 -3.2935 0.0 0.0 0.0
C 0.9900 -2.0168 -1.3286 0.1 0.0 0.3
C -1.6259 -3.7509 5.1317 0.1 0.0 -0.1
H 3.3119 -0.8611 2.6546 0.0 0.0 0.0
C 2.9019 3.1331 0.3771 -0.1 0.1 0.0
C -3.7342 -3.9105 3.7163 0.1 0.0 -0.1
H 4.0307 0.9961 -0.8978 0.0 0.0 0.0
H 1.8020 -0.0022 0.8821 0.0 0.0 0.0
C -4.0091 2.6241 -0.8555 0.0 0.0 0.0
H -4.3612 -3.3058 3.0633 0.0 0.0 0.0
H 4.0973 -0.8326 -2.5446 0.0 0.0 0.0
H 0.2807 1.5120 2.3314 0.0 0.0 0.0
H -1.2263 -4.6603 4.6855 0.0 0.0 0.0
H -4.4218 -4.1992 4.5516 0.0 0.0 0.0
H -2.9070 2.5558 1.0627 0.0 0.0 0.0
C 2.5161 2.5195 -0.9211 0.3 -0.1 0.0
C 2.8509 0.9137 -2.7155 -0.1 -0.1 0.1
H 0.8002 4.1110 -4.5771 0.0 0.0 0.0
C 1.4199 3.0614 -1.7070 -0.3 -0.3 0.1
H 4.3482 0.1832 -3.9615 0.0 0.0 0.0
S -2.4582 0.6437 -0.2988 -0.1 0.2 0.0



# 2
87
Properties=species:S:1:pos:R:3:forces:R:3 method="wB97M-V/def2-TZVPD" homo_energy_ev=-6.897 e_tot_ev=-125351.7210
H -2.1950 1.3472 5.2598 -1.2 -1.0 -2.8
O 1.8914 7.0853 3.5451 -0.1 -0.2 -0.1
O 0.8700 5.0165 3.0274 -0.2 -0.1 0.0
H 2.9879 2.1720 -0.2291 -0.2 0.2 -0.3
H -3.4965 2.6984 2.3109 0.9 -0.5 0.7
H 2.2294 -3.6374 -6.6467 0.1 0.0 0.0
N 3.2616 -6.4826 -8.5074 0.0 0.2 -0.4
O 1.9239 6.2805 1.3252 -0.1 -0.2 0.0
O 3.3887 -0.9409 -5.0109 0.2 0.2 -0.2
H 3.4831 -4.6326 -11.2934 0.0 0.0 0.2
N 2.2453 2.4504 -0.8678 -1.0 -0.4 0.2
C 2.7269 -3.1030 -5.8360 0.0 -0.2 -0.1
C -2.7078 2.3169 3.0234 -0.1 -0.3 0.6
H -0.4112 -2.1047 5.4804 -0.4 1.1 0.8
H 3.7539 -3.4672 -5.7557 0.0 0.1 -0.1
C 1.4216 4.5021 8.3941 0.8 0.2 0.6
H 1.2908 0.0061 -6.3397 0.0 -0.1 -0.1
N 0.5837 4.2183 7.6602 1.8 -2.4 0.7
H 0.7468 -1.5505 -6.9980 0.0 0.0 0.1
H -2.8549 2.9088 3.9844 -0.1 -0.7 -1.1
H 2.9873 -6.2820 -7.5572 0.0 0.0 0.0
H 0.5658 4.2746 0.2511 -0.1 -0.9 0.5
C -3.0235 0.7972 3.4832 0.8 2.6 0.0
H -1.7426 3.8756 0.6637 0.2 -1.0 0.4
H 3.9375 -7.9393 -9.8817 0.0 0.1 0.1
H -0.9695 3.6407 3.0514 -0.1 -1.1 -0.7
Cl -7.2563 -2.3785 -0.3553 -1.9 -0.5 -0.9
H -1.1172 -1.1722 2.7826 -1.0 0.2 -0.7
H -2.5360 -1.5661 4.6748 -0.2 1.1 0.6
Na -2.9329 6.9330 6.6180 -0.8 0.8 -0.3
H -2.9033 -0.5016 6.2139 0.4 -0.8 -1.5
H -3.2263 0.9236 0.5012 -0.8 -0.6 0.8
H -0.2091 -2.1144 -0.7476 -0.1 -0.9 2.0
O -4.3648 -1.0064 3.0227 -0.7 -1.2 0.4
O -6.2455 -0.3849 4.2466 0.9 0.0 -0.1
H 2.9288 -6.3117 -11.2483 0.2 -0.1 0.0
C -1.2542 2.6749 2.5302 -0.5 0.7 -0.6
C -2.2273 -0.6997 5.3084 2.1 0.0 1.9
Cl -1.1261 5.6299 6.9448 -1.4 0.7 -0.6
C 2.4977 4.8856 9.3456 -0.6 0.0 -0.5
H 4.6256 -5.9058 -10.8440 -0.1 -0.1 -0.1
F -4.0942 -0.7187 -1.2153 0.1 0.6 1.5
O 2.8343 -4.3202 -8.8847 0.0 0.0 -0.2
H 2.3305 3.4323 -1.1290 0.0 -0.4 0.3
H 1.0156 1.1555 0.2294 -0.4 0.8 -0.6
O -5.3941 -1.5873 0.3630 3.5 1.3 1.1
H -1.5642 -0.5776 -0.2458 -0.8 0.3 0.6
N -0.4975 -2.2453 0.3373 -4.5 2.1 0.3
C -4.5558 -0.7658 0.1184 -1.1 -0.5 -0.2
H 2.4680 5.9605 9.5270 0.0 -0.1 0.0
C -3.2315 -0.3606 2.3667 -1.1 1.7 0.9
H -1.4427 2.0863 0.3201 -0.1 0.7 0.8
H 2.9157 -1.1384 -4.1937 0.0 0.0 0.0
H 4.5162 -8.1043 -8.2088 0.0 -0.2 -0.2
H 2.2273 -3.3519 -4.8935 -0.1 0.1 0.0
H 2.3594 4.3608 10.2907 0.0 0.0 -0.1
H -4.7664 1.0019 1.4461 0.8 -1.1 -0.4
C 3.5856 -5.5817 -10.7712 0.0 0.0 -0.1
C 3.1977 -5.3988 -9.3274 -0.1 0.3 0.3
H 0.0613 -0.3485 5.5312 -1.3 -1.5 0.5
H 0.9696 3.1023 1.6167 -0.5 0.6 -1.1
Be -1.1939 0.2393 -1.5093 1.5 0.0 -0.3
H 0.1562 2.0569 -1.1673 0.4 -0.3 0.4
C -3.9541 0.2949 1.0929 1.1 0.5 -0.9
C -0.7342 -1.1112 5.9149 0.0 0.2 -0.6
N -2.0315 0.5858 4.5639 -1.3 -1.1 -0.5
C 0.9246 2.1397 -0.3064 0.9 0.7 0.1
H 2.8325 -8.5072 -8.6099 0.1 -0.2 -0.1
H -0.4508 1.9365 2.7971 -1.0 0.4 -0.1
C -5.1451 -0.1972 3.8687 2.8 0.7 -1.3
C 1.2880 -1.0744 -6.1770 -0.1 0.2 -0.2
C -1.3404 -1.3186 0.6167 2.3 -3.9 1.5
Cl 1.2401 -1.5425 -1.2185 1.3 2.0 -2.4
C 2.7108 -1.6026 -6.0772 -0.4 -0.3 0.5
O -4.3126 0.9093 4.1413 -1.3 -1.2 -0.6
C -1.9775 -1.3215 2.0661 -1.0 0.1 0.1
Cl 1.9808 5.9040 2.7222 0.4 0.5 0.2
H 0.7402 -1.2545 -5.2461 0.1 -0.1 0.0
H 3.4695 4.6216 8.9294 -0.1 0.0 0.0
H -0.7116 -1.1369 7.0623 0.0 -0.3 -1.7
H -2.3400 -2.3824 2.2408 0.3 1.2 -0.4
C 3.6633 -7.8353 -8.8354 -0.2 0.1 0.5
C 0.3854 3.2502 0.6613 -0.6 -1.0 0.2
K -1.0029 1.4729 6.6885 1.7 1.8 2.3
O 3.2235 5.2164 2.9883 -0.2 -0.1 -0.1
C -1.1562 2.9733 0.9827 1.6 0.3 0.2
H 3.2530 -1.3730 -6.9971 0.1 0.1 0.1



# 3
74
Properties=species:S:1:pos:R:3:forces:R:3 method="wB97M-V/def2-TZVPD" spin_multiplicity=6 homo_energy_ev="-16.995 / -16.971" e_tot_ev=-108573.2970 charge=+3
C 0.1227 0.8355 3.3713 0.1 -0.1 0.0
H -1.3795 5.2852 0.5081 0.0 0.0 0.0
H 2.1229 -4.4300 1.4394 0.0 -0.1 0.0
H -4.1239 1.1252 1.0318 0.0 0.0 0.0
H 0.4017 4.0318 -2.1135 0.0 0.0 0.0
C -1.4440 2.4613 0.0326 -0.2 0.5 0.0
Ru 0.1694 -0.7000 0.3428 0.4 0.1 0.4
C -0.0927 -0.8444 -4.4318 -0.1 0.0 -0.1
C -3.0321 4.6683 -0.7310 0.1 -0.1 0.0
C 3.0149 -2.6331 0.6375 0.0 -0.1 0.1
H 0.6644 -4.9853 -0.4463 -0.1 0.0 0.0
N -0.8975 3.5342 -0.5568 0.2 -0.2 -0.1
C -2.2483 -1.0894 -3.3662 0.0 0.0 -0.1
C -0.6046 -3.6556 1.5457 0.1 -0.1 0.1
N -0.2885 -1.4701 2.5782 0.0 0.2 -0.5
C -3.2233 1.5749 1.4537 -0.1 0.0 0.0
C 1.0088 -3.9542 -0.3328 0.2 -0.1 0.0
N 2.4163 -1.5106 -0.1267 -0.4 0.4 -0.2
C -3.5798 3.7142 0.3079 -0.1 0.2 0.1
C -1.4764 -0.9934 -4.5173 0.0 0.0 0.1
N -0.2669 -0.9106 -2.0310 -0.2 0.0 0.4
H -0.0716 1.3616 4.3054 0.0 0.0 0.0
H -0.3963 -4.7221 1.6555 -0.1 0.0 -0.1
H 3.7390 1.2364 1.3710 0.0 0.1 0.0
H -3.3232 -1.1990 -3.4042 0.0 0.0 0.0
H -3.1911 4.2807 -1.7383 0.0 0.0 0.0
H -1.0967 5.5010 -1.2163 0.1 -0.1 0.0
H 1.0670 -3.0426 2.7698 0.0 0.0 0.0
H 2.3625 -1.7910 -1.1024 0.0 0.0 0.0
H -2.4876 0.7984 1.6299 0.0 0.0 0.0
H -1.2973 -1.3340 2.6445 0.0 0.0 0.1
H -1.9574 -1.0391 -5.4868 0.0 0.0 0.0
H 1.1833 3.8972 -0.5419 0.0 0.0 0.0
N -0.0729 -3.1455 0.2684 -0.2 0.5 -0.3
O -0.7743 1.3721 0.1077 0.5 -0.9 0.2
C -1.5834 -1.0441 -2.1652 0.1 0.0 0.0
C 0.4563 -0.8074 -3.1567 0.2 0.0 0.1
H -3.5451 5.6249 -0.6529 0.0 0.0 0.0
H 2.1804 1.4078 3.3527 0.1 0.0 -0.1
H -0.4453 -3.3053 3.6421 0.1 0.1 0.1
C 2.3006 -3.9838 0.4610 -0.1 0.1 0.0
H 1.4122 0.1462 -5.6081 0.0 0.0 0.0
H -3.7489 4.2316 1.2556 0.1 0.0 0.0
H -4.5460 3.3152 -0.0055 0.0 -0.1 0.0
C 1.3122 1.4904 2.6986 -0.2 0.1 0.1
H 1.0985 2.5496 2.5595 0.1 0.0 -0.1
C 0.4132 3.4622 -1.1861 0.0 0.1 0.1
H -1.6892 -3.5303 1.5439 0.0 0.0 0.0
C -0.0135 -2.9106 2.7192 -0.1 -0.1 0.0
H 4.0533 -2.7496 0.3204 0.0 0.1 0.0
Br -2.5474 -1.2023 -0.5250 -0.3 0.0 -0.1
H 0.1670 -0.6744 -6.5539 0.0 0.0 0.0
H 1.5283 -0.6902 -3.0357 0.0 0.0 0.0
H -0.0525 -0.9285 4.6100 0.0 -0.1 0.0
N 1.6407 0.8675 1.3875 -0.1 -0.4 -0.4
C 3.2334 -0.2799 -0.0503 0.2 0.0 0.0
H -3.4939 2.0410 2.4028 0.0 0.0 0.0
H 3.2320 -0.2803 2.0985 0.0 0.1 0.0
H 4.2957 -0.4949 -0.1888 0.0 -0.1 -0.1
H 1.4218 -1.6078 -5.7454 0.0 0.0 0.0
C -1.5499 4.8440 -0.4781 -0.1 0.1 0.0
C 0.3487 -0.6502 3.6339 -0.1 0.2 0.0
N -2.6768 2.5778 0.5547 0.1 -0.3 0.0
H 2.9620 -4.6731 -0.0628 0.0 0.0 0.0
C 3.0347 0.4071 1.2761 0.1 0.1 0.1
H 2.9242 0.3855 -0.8623 0.0 0.0 0.0
H 3.0386 -2.3488 1.6885 0.0 0.0 0.0
H 1.4531 1.5381 0.6437 0.0 0.2 0.2
H -0.7579 0.9634 2.7379 -0.1 0.1 0.1
C 0.7726 -0.7355 -5.6532 0.0 0.0 0.0
H 0.6624 2.4285 -1.4083 0.0 0.0 -0.1
H -0.8322 -3.1544 -0.4054 0.0 -0.1 0.0
H 1.1788 -3.5696 -1.3408 -0.1 0.0 0.0
H 1.4144 -0.8877 3.6403 0.0 -0.1 0.0